Formula: C2H6N3O
Source: OMol25
Level of theory: ωB97M-V with the def2-TZVPD basis set

Last column: Löwdin charge in e.
Atoms and positions in Å:
C  2.2519  0.6540  0.0319  -0.248
C  -0.5797  -0.3044  0.0377  -0.261
N  -1.5355  0.5574  0.0623  0.203
N  1.0200  0.9768  0.0236  0.130
N  -0.1200  -1.4054  0.0757  0.235
O  2.7089  -0.5478  0.0435  0.144
H  3.0430  1.4097  0.0291  0.164
H  -1.3879  1.5472  -0.0460  0.129
H  -2.4829  0.2268  0.2182  0.159
H  0.7880  1.9600  0.0132  0.105
H  -0.3493  -2.3638  -0.0928  0.130
H  2.0118  -1.2282  0.0643  0.111

Calculated values
total charge	+1
E	-8680.93360	eV
LUMO	-4.01	eV
HOMO-LUMO gap	11.5	eV